# 1
ORCA calculation (ωB97M-V with the def2-TZVPD basis set) on a cluster of 2 separate species, C4H8NS in total in a non-equilibrium geometry.

Geometry (Å):
C  -0.87  -0.57  0.52
C  -0.84  2.02  0.76
C  -0.25  1.66  -0.56
C  0.76  -2.74  -0.62
N  -0.70  0.65  0.32
S  1.32  -3.59  0.68
H  -1.33  -0.88  1.44
H  -0.19  2.32  1.56
H  -1.84  2.43  0.82
H  -0.83  1.82  -1.46
H  0.82  1.76  -0.70
H  -0.17  -3.07  -1.05
H  1.28  -1.93  -1.09
H  2.46  -2.91  0.88

Summary:
Kohn-Sham gap (spin up / spin down) (eV): 6.604 / 6.606
LUMO (spin up / spin down) (eV): -5.63 / -5.63
Total charge: +1
Spin multiplicity: 1
Energy relative to the best compared isomer or geometry (same formula, charge and spin) (kJ/mol): 417.6
E (eV): -16591.0781
Maximum force (Eh/bohr): 0.05433
HOMO (spin up / spin down) (eV): -12.24 / -12.24

Here are the Löwdin charges for atoms 1 to 8, given in e: C 0.11; C -0.04; C -0.06; C -0.33; N -0.18; S 0.94; H 0.05; H 0.12

# 2
ORCA calculation (ωB97M-V with the def2-TZVPD basis set) on a cluster of 2 separate species, C4H8NS in total in a non-equilibrium geometry.

Geometry (Å):
C  0.19  1.02  0.10
C  1.65  1.21  0.03
C  0.69  -1.25  0.11
C  -2.19  -0.47  -0.18
N  -0.22  -0.18  0.12
S  2.35  -0.48  -0.17
H  -0.48  1.86  0.12
H  2.04  1.69  0.94
H  1.92  1.84  -0.81
H  0.68  -1.79  1.06
H  0.49  -1.96  -0.70
H  -2.36  0.23  -0.98
H  -2.19  -1.51  -0.42
H  -2.57  -0.20  0.79

Summary:
Kohn-Sham gap (eV): 8.291
LUMO (eV): -4.87
Total charge: +1
Spin multiplicity: 1
Energy relative to the best compared isomer or geometry (same formula, charge and spin) (kJ/mol): 110.2
E (eV): -16594.2641
Maximum force (Eh/bohr): 0.09204
HOMO (eV): -13.16

Here are the Löwdin charges for atoms 1 to 8, given in e: C -0.11; C -0.39; C -0.42; C 0.27; N -0.05; S 0.93; H 0.15; H 0.10

# 3
ORCA calculation (ωB97M-V with the def2-TZVPD basis set) on the ion C4H8NS with charge +1 in a non-equilibrium geometry.

Geometry (Å):
C  -0.85  -1.47  0.90
C  -0.89  -0.46  1.69
C  -0.45  1.26  -0.09
C  1.50  0.08  -1.22
N  0.61  0.15  -0.17
S  0.38  0.87  1.45
H  0.04  -1.92  0.52
H  -1.72  0.01  2.03
H  -1.79  -1.86  0.41
H  -0.42  2.25  -0.52
H  -1.36  0.74  -0.20
H  0.85  -0.41  -2.02
H  1.56  1.14  -1.68
H  2.53  -0.39  -1.10

Summary:
Kohn-Sham gap (eV): 8.996
LUMO (eV): -5.04
Total charge: +1
Spin multiplicity: 1
Energy relative to the best compared isomer or geometry (same formula, charge and spin) (kJ/mol): 452.0
E (eV): -16590.7224
Maximum force (Eh/bohr): 0.09678
HOMO (eV): -14.03

Here are the Löwdin charges for atoms 1 to 8, given in e: C -0.01; C -0.32; C -0.22; C -0.12; N -0.41; S 1.24; H 0.08; H 0.05

# 4
ORCA calculation (ωB97M-V with the def2-TZVPD basis set) on the ion C4H8NS with charge +1 in a non-equilibrium geometry.

Geometry (Å):
C  -2.00  1.09  0.53
C  -0.64  -0.84  0.35
C  0.75  -1.13  -0.16
C  2.29  1.09  -0.47
N  -1.03  0.52  0.02
S  1.93  0.03  0.69
H  -2.45  1.98  0.06
H  -2.27  0.69  1.43
H  -1.24  -1.55  -0.17
H  -0.72  -1.23  1.47
H  0.93  -2.13  0.02
H  0.53  -0.95  -1.25
H  2.06  1.10  -1.56
H  2.71  2.06  -0.31

Summary:
Kohn-Sham gap (eV): 7.165
LUMO (eV): -6.39
Total charge: +1
Spin multiplicity: 1
Energy relative to the best compared isomer or geometry (same formula, charge and spin) (kJ/mol): 245.9
E (eV): -16592.8582
Maximum force (Eh/bohr): 0.07173
HOMO (eV): -13.55

Here are the Löwdin charges for atoms 1 to 8, given in e: C 0.00; C -0.33; C -0.37; C -0.20; N -0.05; S 1.15; H 0.10; H 0.06

# 5
ORCA calculation (ωB97M-V with the def2-TZVPD basis set) on the ion C4H8NS2 with charge +1 in a non-equilibrium geometry.

Geometry (Å):
C  1.19  0.77  0.53
C  2.28  1.53  0.31
C  0.06  0.57  -0.49
C  -1.30  -1.44  0.28
N  -1.24  0.04  0.20
S  1.19  -0.29  1.87
S  -0.87  -2.25  -1.24
H  2.90  1.80  1.16
H  2.61  1.91  -0.67
H  -0.14  1.55  -0.87
H  0.12  -0.15  -1.28
H  -2.31  -1.74  0.53
H  -1.08  0.52  1.03
H  -1.89  0.59  -0.34
H  -1.52  -3.41  -1.04

Summary:
Kohn-Sham gap (spin up / spin down) (eV): 8.112 / 6.607
LUMO (spin up / spin down) (eV): -5.15 / -5.99
Total charge: +1
Spin multiplicity: 1
Energy relative to the best compared isomer or geometry (same formula, charge and spin) (kJ/mol): 392.3
E (eV): -27426.9630
Maximum force (Eh/bohr): 0.06854
HOMO (spin up / spin down) (eV): -13.26 / -12.60

Here are the Löwdin charges for atoms 1 to 8, given in e: C -0.74; C 0.05; C -0.15; C -0.42; N -0.05; S 0.83; S 0.85; H 0.08

# 6
ORCA calculation (ωB97M-V with the def2-TZVPD basis set) on the ion C4H8NS2 with charge +1 in a non-equilibrium geometry.

Geometry (Å):
C  -1.01  -0.15  -0.83
C  -1.77  -0.46  0.23
C  0.25  0.64  -0.71
C  1.39  -0.09  -0.14
N  -1.51  -0.14  1.54
S  1.33  -1.79  -0.08
S  2.87  0.66  0.41
H  -1.31  -0.34  -1.90
H  -2.73  -1.06  0.26
H  0.36  1.07  -1.77
H  -0.06  1.48  -0.20
H  -2.33  -0.33  2.11
H  -1.07  0.75  1.60
H  2.70  -2.06  -0.07
H  2.88  1.80  -0.45

Summary:
Kohn-Sham gap (eV): 6.387
LUMO (eV): -6.01
Total charge: +1
Spin multiplicity: 1
Energy relative to the best compared isomer or geometry (same formula, charge and spin) (kJ/mol): 163.2
E (eV): -27429.3379
Maximum force (Eh/bohr): 0.05216
HOMO (eV): -12.40

Here are the Löwdin charges for atoms 1 to 8, given in e: C -0.19; C -0.22; C -0.30; C -0.94; N 0.08; S 0.99; S 0.88; H 0.13